1.
Density functional theory data (wB97M-V/def2-TZVPD) for a 3-piece molecular cluster, C2H10N2O3 overall.

Atoms and positions in Å:
C 0.770 -1.888 0.968
N 0.172 -0.713 0.144
C -1.281 -0.645 0.092
N -1.817 0.365 -0.795
O -1.942 -1.373 0.673
H 1.167 -1.548 1.857
H 1.517 -2.296 0.396
H -0.037 -2.574 1.287
H 0.425 -0.929 -0.861
H -1.112 0.712 -1.398
H -2.588 0.975 -0.553
H 0.281 2.829 1.031
H 0.534 1.481 1.899
O 1.006 2.352 1.501
H 1.663 1.287 -1.679
H 0.226 1.236 -2.380
O 1.017 0.729 -2.181

As for the SMILES: CNC(N)=O.O.O. The calculation puts the HOMO energy at -0.3535 hartree.



2.
Density functional theory data (wB97M-V/def2-TZVPD) for a 3-piece molecular cluster, C2H10N2O3 overall.

Atoms and positions in Å:
C 0.800 0.768 -1.442
N 0.657 0.020 -0.220
C 1.727 0.005 0.622
N 1.476 -0.780 1.763
O 2.797 0.535 0.407
H 1.822 0.727 -1.802
H 0.475 1.816 -1.449
H 0.188 0.288 -2.226
H -0.262 -0.059 0.178
H 1.099 -1.706 1.707
H 1.881 -0.458 2.621
H -2.626 1.088 0.522
H -1.148 1.461 0.993
O -1.911 0.879 1.128
H -2.261 -2.077 -1.460
H -2.770 -1.156 -0.440
O -1.942 -1.349 -0.904

As for the SMILES: CNC(N)=O.O.O. The calculation puts the HOMO energy at -0.3426 hartree.



3.
Density functional theory data (wB97M-V/def2-TZVPD) for a 3-piece molecular cluster, C2H10N2O3 overall.

Atoms and positions in Å:
C 0.359 -1.610 0.531
N -0.675 -0.750 1.145
C -1.822 -0.409 0.540
N -2.859 -0.300 1.443
O -1.983 -0.165 -0.664
H -0.168 -2.407 0.098
H 0.964 -1.039 -0.219
H 0.948 -2.036 1.297
H -0.352 -0.192 1.842
H -2.692 -0.194 2.430
H -3.853 -0.146 1.294
H -0.018 1.127 -1.278
H 0.792 2.359 -1.834
O 0.015 1.801 -1.975
H 3.939 0.733 -1.962
H 3.402 1.943 -1.433
O 4.004 1.287 -1.255

As for the SMILES: CNC(N)=O.O.O. The calculation puts the HOMO energy at -0.3512 hartree.



4.
Density functional theory data (wB97M-V/def2-TZVPD) for a 4-piece molecular cluster, C2H10N2O3 overall.

Atoms and positions in Å:
O -1.925 1.466 0.243
C -1.811 0.284 0.586
N -2.212 -0.800 -0.092
C 0.691 1.020 -0.921
N 2.056 0.682 -0.990
H -1.370 0.098 1.569
H -2.511 -0.450 -1.012
H 0.475 1.993 -1.355
H 0.135 0.224 -1.452
H 2.672 1.465 -1.200
H 0.331 0.881 0.104
H 1.106 -1.563 0.608
H -0.398 -1.627 0.370
O 0.433 -1.899 -0.020
H 2.977 -0.682 1.778
H 2.446 0.076 -0.199
O 2.215 -0.488 1.217

The calculation puts the HOMO energy at -0.3378 hartree.



Least stable: 4



1.
Density functional theory data (wB97M-V/def2-TZVPD) for a 3-piece molecular cluster, C4H11O3 overall.

Atoms and positions in Å:
C 1.196 -0.232 -1.088
C 0.024 -0.691 -0.235
C -1.157 0.284 -0.539
O -2.285 0.006 0.241
C 2.040 0.811 -0.356
O 1.330 2.013 -0.268
H 0.746 0.195 -2.005
H 1.964 -0.991 -1.456
H -0.275 -1.691 -0.549
H 0.184 -0.672 0.870
H -1.524 0.063 -1.564
H -0.933 1.365 -0.509
H 2.324 0.355 0.605
H 3.048 0.960 -0.798
H 0.367 1.146 0.910
H -2.121 -0.367 1.187
H -2.678 -1.191 3.198
O -2.249 -1.363 2.357

As for the total charge: -1. The calculation puts the HOMO energy at -0.1266 hartree.



2.
Density functional theory data (wB97M-V/def2-TZVPD) for a 2-piece molecular cluster, C4H11O3 overall.

Atoms and positions in Å:
C -0.528 1.140 -1.682
O 0.318 2.157 -1.458
C -0.006 -0.218 -1.098
C 0.537 0.003 0.317
C -0.536 0.440 1.283
O -0.029 0.659 2.609
H -0.742 0.936 -2.763
H -1.538 1.293 -1.221
H 0.807 -0.556 -1.749
H -0.810 -0.971 -1.127
H 1.244 0.828 0.189
H 1.041 -0.887 0.710
H -0.978 1.362 0.906
H -1.331 -0.302 1.383
H 0.604 1.373 2.522
H 0.170 -2.994 -0.936
H 0.245 -2.836 0.599
O 0.265 -3.504 -0.110

As for the total charge: -1. The calculation puts the HOMO energy at -0.0977 hartree.



Least stable: 1



1.
Density functional theory data (wB97M-V/def2-TZVPD) for a 2-piece molecular cluster, CH6NO overall.

Atoms and positions in Å:
O 1.659 0.709 -1.572
H 1.165 0.619 -2.394
C -0.858 -0.613 0.552
N 0.360 0.196 0.779
H -1.186 -0.493 -0.503
H -0.638 -1.681 0.580
H -1.528 -0.288 1.344
H -0.020 1.047 1.176
H 1.044 0.504 0.038

As for the total charge: -1. The calculation puts the HOMO energy at -0.0910 hartree.



2.
Density functional theory data (wB97M-V/def2-TZVPD) for a 2-piece molecular cluster, CH6NO overall.

Atoms and positions in Å:
O 1.402 -1.264 -1.108
H 1.955 -1.822 -0.553
C -0.188 0.629 0.659
N -1.321 0.282 -0.196
H 0.720 0.203 0.208
H -0.267 0.060 1.592
H -0.091 1.647 0.982
H -1.200 0.883 -1.011
H -1.010 -0.617 -0.574

As for the total charge: -1. The calculation puts the HOMO energy at -0.0891 hartree.



Least stable: 1



1.
Density functional theory data (wB97M-V/def2-TZVPD) for a 2-piece molecular cluster, C4H11N2O overall.

Atoms and positions in Å:
N -3.529 0.634 -0.388
C 0.526 0.332 1.004
C -0.231 -0.079 2.146
C 0.269 0.075 -0.418
N 1.358 -0.655 -0.769
C 2.779 -0.697 -0.309
O -0.675 0.361 -1.126
H -2.583 0.450 -0.792
H -3.987 1.475 -0.768
H -4.184 -0.140 -0.225
H 1.320 1.083 1.082
H 0.093 0.599 2.943
H -1.322 -0.047 2.099
H 0.020 -1.075 2.551
H 1.214 -1.136 -1.652
H 3.387 -1.064 -1.126
H 2.847 -1.203 0.649
H 3.137 0.323 -0.126

As for the total charge: +2. The calculation puts the HOMO energy (spin up / spin down) at -0.6858 / -0.6857 hartree. The spin multiplicity is 2.



2.
Density functional theory data (wB97M-V/def2-TZVPD) for a 2-piece molecular cluster, C4H11N2O overall.

Atoms and positions in Å:
O 1.635 -0.484 -1.042
C 0.772 -0.034 -0.253
C -0.611 -0.116 -0.170
C -1.181 0.561 1.073
C -1.768 1.968 0.680
N -3.089 1.664 0.211
N 4.041 -3.194 -1.002
H 1.239 0.641 0.491
H -1.315 -0.836 -0.694
H -1.902 -0.040 1.576
H -0.327 0.638 1.753
H -1.790 2.545 1.628
H -1.093 2.398 -0.042
H -3.176 0.885 -0.487
H -3.742 2.403 -0.109
H 3.448 -2.422 -0.541
H 3.760 -3.612 -1.913
H 5.096 -2.964 -1.158

As for the total charge: +2. The calculation puts the HOMO energy (spin up / spin down) at -0.6195 / -0.6184 hartree. The spin multiplicity is 2.



Least stable: 2



1.
Density functional theory data (wB97M-V/def2-TZVPD) for a 2-piece molecular cluster, C5H6N2O3 overall.

Atoms and positions in Å:
C -1.231 -1.195 -0.492
C -0.737 -1.209 0.802
C -0.357 -0.923 -1.539
C 0.607 -0.935 1.008
C 1.373 -0.665 -0.116
N 0.921 -0.670 -1.355
N 2.780 -0.324 0.031
O 3.387 0.012 -0.954
O 3.247 -0.392 1.150
O 0.817 2.017 -0.217
H -2.276 -1.378 -0.694
H -1.384 -1.421 1.639
H -0.698 -0.902 -2.565
H 1.407 2.546 0.323
H 1.048 -0.909 1.991
H 1.004 2.248 -1.133

As for the SMILES: O=[N+]([O-])c1ccccn1.O. The calculation puts the HOMO energy at -0.3754 hartree.



2.
Density functional theory data (wB97M-V/def2-TZVPD) for C5H6N2O3 as an isolated structure.

Atoms and positions in Å:
O -3.498 0.084 0.017
C -2.372 -0.744 0.043
C -1.140 0.099 0.095
N -1.011 1.389 0.074
C 0.352 1.608 0.105
C 0.980 0.414 0.284
O 0.025 -0.554 0.179
C 2.382 -0.018 0.390
N 2.886 -0.830 -0.535
H -4.286 -0.465 0.023
H -2.364 -1.409 0.925
H -2.306 -1.388 -0.851
H 0.795 2.577 -0.103
O 3.266 0.911 0.509
H 2.357 -1.685 -0.671
H 3.936 0.010 -0.484

The calculation puts the HOMO energy at -0.3410 hartree.



Least stable: 2



1.
Density functional theory data (wB97M-V/def2-TZVPD) for the molecule C18H19N3O4S.

Atoms and positions in Å:
O 2.608 0.785 -1.769
C 2.334 0.549 -0.602
N 2.140 1.445 0.368
H 1.837 1.060 1.256
C 2.031 2.871 0.141
C 0.580 3.255 -0.007
C -0.122 3.836 1.039
C -1.467 4.134 0.899
C -2.124 3.838 -0.283
C -1.432 3.250 -1.328
C -0.085 2.964 -1.193
H 0.461 2.515 -2.010
H -1.940 3.021 -2.254
H -3.175 4.066 -0.390
H -2.001 4.598 1.715
H 0.386 4.062 1.966
H 2.494 3.401 0.977
H 2.579 3.087 -0.780
C 2.072 -0.880 -0.113
O 1.691 -1.092 1.025
N 2.250 -1.779 -1.090
C 1.631 -3.077 -1.096
H 2.212 -3.766 -1.710
H 1.570 -3.439 -0.067
C 0.184 -2.987 -1.652
N -0.552 -1.958 -0.935
C -0.870 -2.171 0.370
O -0.687 -3.269 0.873
C -1.390 -1.070 1.183
C -1.844 0.203 0.958
C -2.194 0.870 2.147
C -1.999 0.101 3.253
S -1.394 -1.452 2.872
H -2.183 0.366 4.276
H -2.569 1.877 2.168
H -1.953 0.666 -0.004
C -0.774 -0.813 -1.785
H -1.848 -0.652 -1.931
C -0.086 -1.228 -3.094
H 0.865 -0.695 -3.222
O 0.122 -2.625 -3.001
H -0.708 -1.051 -3.974
H -0.326 0.096 -1.373
H -0.296 -3.967 -1.529
H 2.552 -1.387 -1.976

As for the SMILES: O=C(NCc1ccccc1)C(=O)NC[C@@H]1OCCN1C(=O)c1cccs1. The calculation puts the HOMO energy at -0.3291 hartree.



2.
Density functional theory data (wB97M-V/def2-TZVPD) for the molecule C18H19N3O4S.

Atoms and positions in Å:
O -1.605 3.609 0.144
O 1.505 3.128 -2.122
O -1.715 -1.853 0.381
O -3.669 -1.229 -0.931
C -1.874 2.411 0.095
C 0.778 2.136 -2.018
C 2.180 -3.444 1.721
C 1.252 -0.326 -2.707
C 1.376 0.817 -1.814
C 1.879 -1.406 -2.127
C 2.163 0.432 -0.760
C 2.377 -2.168 1.281
C -3.527 1.901 3.521
C -3.955 0.561 3.427
C -2.846 2.503 2.465
C -3.607 -0.205 2.311
C -2.563 1.779 1.264
C -2.959 0.417 1.230
N 2.430 -0.954 -0.911
N -1.463 1.691 -1.038
N -1.535 0.205 -1.148
C 1.972 -2.783 -2.784
C 2.539 1.313 0.411
C 3.201 -1.804 0.049
C -0.733 2.374 -2.115
S -2.530 -0.749 -0.128
H 1.490 -3.645 2.558
H 2.563 -4.311 1.216
H 0.696 -0.366 -3.658
H 1.835 -1.386 1.826
H -3.780 2.523 4.379
H -4.419 0.041 4.244
H -2.559 3.552 2.610
H -3.837 -1.268 2.283
H -0.623 -0.274 -1.078
H 1.505 -3.565 -2.171
H 1.476 -2.757 -3.807
H 3.033 -2.988 -2.930
H 2.164 2.346 0.352
H 3.626 1.324 0.481
H 2.114 0.884 1.319
H 3.588 -2.691 -0.479
H 4.062 -1.259 0.397
H -1.131 2.059 -3.116
H -0.873 3.427 -2.119

As for the SMILES: C=CCn1c(C)cc(C(=O)CN2NS(=O)(=O)c3ccccc3C2=O)c1C. The calculation puts the HOMO energy at -0.3095 hartree.



Least stable: 2